Arrangement 1

Here is a structure of composition C22H27AuFN3O3 from OMol25. Energies are from ωB97M-V with the def2-TZVPD basis set.

```
! wB97M-V def2-TZVPD RIJCOSX def2/J DEFGRID3
* xyz 0 3
H -1.89 2.80 0.01
N 0.40 0.03 -0.39
H 0.32 -2.37 0.66
H -1.18 3.22 -2.31
H 1.60 2.49 -1.35
C -0.29 -1.51 4.19
C 1.70 0.01 -0.76
H -1.45 -2.35 0.77
C 0.89 2.92 -2.05
O -2.07 -3.28 4.50
N -1.74 1.79 2.70
H 1.14 2.57 -3.06
O -2.55 -1.70 2.91
H -0.21 2.47 0.47
H 5.48 -0.17 -1.77
C -0.69 -2.64 -1.27
C -1.02 1.17 -2.03
H 1.47 -2.63 -1.59
C 4.08 -0.01 -0.16
H 0.72 -4.22 -1.70
C -0.59 0.77 4.58
C -0.59 -0.02 -1.43
C -2.08 -1.29 -2.81
Au -0.31 0.12 1.58
C -0.94 2.08 3.90
H -2.50 -2.25 -3.10
H -0.66 4.07 -0.12
O -0.64 0.66 5.79
C -0.60 -2.80 0.25
C 0.58 -3.16 -1.94
C 4.43 -0.11 -1.49
H 1.02 4.00 -2.03
H 0.30 -2.23 3.64
H -2.60 1.32 2.94
C 3.44 -0.14 -2.47
N -0.26 -0.25 3.71
C 2.12 -0.08 -2.12
H 0.53 -3.07 -3.03
H -1.50 -3.30 -1.59
H -3.28 -0.18 -4.20
C -2.01 -2.32 3.78
H 3.71 -0.22 -3.52
C -2.52 -0.14 -3.43
C -0.85 3.00 -0.24
H -1.44 2.72 4.62
C -1.99 1.08 -3.03
C -0.56 2.59 -1.68
H -1.97 2.63 2.18
H 4.82 0.03 0.63
C 2.75 0.06 0.20
H -0.30 -1.63 5.27
H 1.35 -0.12 -2.88
H -2.33 1.99 -3.51
H -0.59 -3.87 0.49
H -0.01 2.56 3.58
C -1.11 -1.27 -1.80
F 2.47 0.19 1.50
*
```

Computed properties:
LUMO (spin up / spin down) = 0.43 / -2.51 eV
<S²> = 2.043
frontier orbital gap (spin up / spin down) = 7.64 / 5.73 eV

=====

Arrangement 2

Here is a structure of composition C22H27AuFN3O3 from OMol25. Energies are from ωB97M-V with the def2-TZVPD basis set.

```
! wB97M-V def2-TZVPD RIJCOSX def2/J DEFGRID3
* xyz 0 3
C -3.95 1.04 -1.46
H -1.63 -1.17 -3.71
H -0.84 -5.06 -0.60
O 4.71 -0.69 0.02
H 0.71 -1.98 -3.32
H 0.07 -3.70 -2.44
H 0.23 -1.23 2.99
H -2.91 4.11 -0.43
C -0.21 -1.82 -1.47
C -1.25 -3.35 0.63
O 4.68 2.80 1.96
N 3.01 1.87 0.69
C -0.78 -0.50 -3.58
C -0.67 -1.22 -0.29
H -2.82 -0.76 -1.28
N 2.39 0.37 3.03
N -0.61 0.22 -0.14
O 5.68 0.33 -1.83
C 0.33 -1.15 -2.73
C -1.74 -1.41 2.10
H 2.10 2.41 3.36
C -2.85 0.31 -1.10
C -0.69 -0.66 2.92
C 1.50 -0.18 -2.58
F -0.80 2.95 0.33
Au 1.19 0.95 0.50
H -3.47 -0.53 3.00
H -3.77 -1.09 1.35
H -1.65 -3.94 1.44
H -4.86 2.99 -1.51
H -1.99 -2.31 2.67
C -0.80 -3.98 -0.51
H 1.97 -0.04 -3.56
C -1.20 -1.97 0.77
C -2.91 3.05 -0.63
H 3.13 -0.29 2.85
H -0.38 -0.26 -4.57
C 5.08 -0.07 -0.90
C -1.71 0.91 -0.49
H -4.79 0.55 -1.92
H 3.21 2.05 -1.39
H -1.08 -0.50 3.93
H -0.45 0.31 2.49
C 3.72 2.12 -0.44
H 1.19 0.80 -2.22
H 3.67 1.85 3.95
C 3.62 2.18 1.88
C -0.29 -3.22 -1.54
H 4.63 2.70 -0.37
H 2.26 -0.58 -1.90
C -1.80 2.32 -0.27
C -3.04 -0.61 2.00
H -1.14 0.42 -3.14
H 1.92 0.09 3.88
C 2.93 1.73 3.15
C -3.99 2.42 -1.23
H -2.87 0.41 1.64
*
```

Computed properties:
LUMO (spin up / spin down) = 0.44 / -2.56 eV
<S²> = 2.046
frontier orbital gap (spin up / spin down) = 6.35 / 5.83 eV

=====

Energy above the most stable structure, in kcal/mol: arrangement 1 11.1; arrangement 2 0.0

=====

Arrangement 1

Here is a cluster of 2 separate species, C3H3NS in total from OMol25. Energies are from ωB97M-V with the def2-TZVPD basis set.

```
! wB97M-V def2-TZVPD RIJCOSX def2/J DEFGRID3
* xyz 0 3
H -1.25 -0.60 -0.47
H -3.10 -0.11 -1.34
S -1.85 -0.66 -1.78
C 1.49 0.54 -0.50
N 0.87 -0.09 3.07
C 1.17 0.25 0.62
C 0.94 0.00 1.92
H 1.72 0.68 -1.53
*
```

Computed properties:
LUMO (spin up / spin down) = 0.15 / -4.18 eV
<S²> = 2.012
frontier orbital gap (spin up / spin down) = 6.69 / 5.79 eV

=====

Arrangement 2

Here is the molecule C3H3NS from OMol25. Energies are from ωB97M-V with the def2-TZVPD basis set.

```
! wB97M-V def2-TZVPD RIJCOSX def2/J DEFGRID3
* xyz 0 3
N -0.66 1.49 -0.85
H 0.03 0.03 -2.31
S 2.47 0.31 -0.64
C 0.21 -0.14 0.86
C 0.95 0.25 -0.15
H -0.89 -0.13 0.90
H 0.68 -0.67 1.60
C -0.07 0.66 -1.49
*
```

Computed properties:
LUMO (spin up / spin down) = 0.82 / -2.58 eV
<S²> = 2.034
frontier orbital gap (spin up / spin down) = 8.25 / 6.76 eV

=====

Energy above the most stable structure, in kcal/mol: arrangement 1 53.7; arrangement 2 0.0

=====

Arrangement 1

Here is a cluster of 14 separate species, C16H60N6O14 in total from OMol25. Energies are from ωB97M-V with the def2-TZVPD basis set.

```
! wB97M-V def2-TZVPD RIJCOSX def2/J DEFGRID3
* xyz 0 1
H 1.27 -4.68 0.58
C 0.42 4.93 0.62
H -0.95 -3.55 2.89
H -3.83 1.73 0.99
H 3.87 -2.05 3.98
H -0.75 -1.62 -0.68
N -1.08 -0.62 -0.38
H 1.94 3.49 2.93
O -0.65 -1.12 -5.33
H -0.67 4.70 2.64
O 3.21 0.64 -2.63
H -3.55 2.80 -3.62
H 3.62 -0.33 5.87
H -0.49 -1.00 -3.22
O 2.15 -2.25 -2.44
H 1.01 1.98 2.90
H -4.06 -3.05 -1.77
H -1.79 3.45 1.41
C 1.37 -3.73 1.10
H 1.29 4.91 -0.08
H 1.76 5.23 1.95
C 3.56 -2.38 -2.26
H -0.10 0.41 -4.13
C -1.65 -2.76 2.86
H 4.10 -2.54 -3.20
H -2.33 4.15 -3.28
C 3.25 -0.04 4.92
H -2.85 4.80 1.90
N -0.35 -5.31 -2.29
H 2.36 2.31 4.10
C -2.33 3.86 2.24
N -1.35 3.04 -1.28
H -1.06 4.04 -1.45
H -0.50 -0.55 -6.05
H 3.19 -1.61 2.10
O -4.81 0.88 2.59
C -0.79 -0.42 -4.06
H -1.72 -0.01 -3.90
H 1.48 0.11 1.33
H 3.84 -3.23 -1.74
O -2.85 1.24 -1.65
H 0.58 1.38 -2.19
H -3.01 3.16 2.75
O 2.40 -3.02 0.45
C -3.86 0.75 1.50
H -0.71 -2.80 -3.94
H -4.17 -0.08 0.87
H 1.59 2.42 -3.21
C -2.29 2.49 -2.01
N -0.54 -3.70 -3.72
H 4.04 -1.47 -1.93
H 4.76 -0.85 3.54
H -0.37 -5.71 -1.37
H 0.40 -3.31 0.84
H 2.46 0.13 -2.98
O 2.96 -0.85 2.62
H -0.88 2.43 -0.61
H 1.09 2.92 -1.60
C 2.70 1.51 -1.65
H -2.42 -2.94 3.54
H 3.23 -3.53 0.61
H 1.43 -3.88 2.22
H -0.49 5.28 0.16
H 0.09 -5.85 -3.05
O 0.82 5.43 1.86
O -0.80 1.27 1.03
H 2.88 0.81 2.55
H 1.75 -2.51 -1.67
N 0.81 -0.38 0.72
H -2.00 -0.33 -0.78
O -4.81 -1.08 -1.79
C 1.44 2.10 -2.21
H 1.16 -1.35 0.52
O -1.36 4.27 3.11
H -2.88 -1.66 -1.86
H 2.53 1.00 -0.76
O -2.12 -2.41 1.61
H 2.20 0.32 4.99
H -3.71 -2.12 -0.38
N -2.71 3.26 -3.04
O 2.88 1.71 2.23
H -1.65 -1.62 1.28
C -0.53 -4.03 -2.47
C -3.86 -2.02 -1.41
H 0.39 3.86 1.01
H -5.51 0.30 2.38
H 3.82 0.90 4.78
H -1.04 -2.04 3.37
C 3.73 -1.01 3.78
O -0.86 -3.09 -1.41
H -4.49 -0.73 -2.62
H 3.32 2.28 -1.27
H -0.24 -4.38 -4.38
C 1.99 2.39 3.11
C -0.33 0.10 0.44
H -3.04 0.49 2.01
*
```

Computed properties:
LUMO = -0.19 eV
frontier orbital gap = 8.35 eV

=====

Arrangement 2

Here is a cluster of 14 separate species, C16H60N6O14 in total from OMol25. Energies are from ωB97M-V with the def2-TZVPD basis set.

```
! wB97M-V def2-TZVPD RIJCOSX def2/J DEFGRID3
* xyz 0 1
H 0.39 0.50 -4.05
O -4.28 0.61 -0.30
N 1.09 -0.81 0.44
H -3.04 2.24 2.28
H 4.78 1.58 0.67
H -1.69 -3.24 -0.02
C 1.39 0.28 -3.65
H -0.14 -3.02 -4.53
H -3.16 -0.16 3.40
H -1.22 -1.87 2.80
O 1.52 -1.05 -3.10
H -3.06 0.79 -1.45
C 1.38 0.35 3.77
H -1.50 5.54 -0.69
O -2.93 -1.01 3.13
H 1.73 -1.67 -3.77
C -1.84 3.90 3.17
H 1.21 -0.82 1.48
O -2.26 0.90 -1.88
H -1.38 3.29 -0.49
O -0.61 -2.68 -5.26
O 1.65 -0.90 3.22
O 2.92 1.04 -0.21
H 4.17 -0.16 0.82
H 3.38 -3.38 2.65
C -0.93 2.82 3.82
H -0.99 -0.42 3.43
C 3.21 -2.93 1.65
N 1.61 -2.98 -1.01
C 0.66 -3.76 -1.37
C 3.98 0.97 0.81
C -4.16 1.49 0.77
H 2.20 0.43 0.10
C -1.64 -1.82 -4.76
H -5.91 2.22 0.32
H -2.54 -2.37 -4.61
N -0.11 -0.27 -1.15
H -3.71 4.39 3.29
H 1.34 -1.66 -0.05
C -0.51 3.99 -0.43
H 4.39 -4.33 0.83
H -3.16 1.66 -3.57
C 0.12 -0.13 0.05
H 2.34 -3.23 -0.30
H -1.49 4.90 3.35
H 3.72 -2.01 1.62
O -3.16 3.72 3.75
H 0.56 2.98 -1.91
H -3.41 -2.93 0.07
H 0.23 -5.64 -0.99
H -1.90 3.89 2.07
H 1.83 0.96 -2.92
H -1.42 2.12 -3.24
H 1.87 -2.22 -1.68
H 0.08 3.04 3.57
C 4.46 -1.25 -1.85
O -0.70 0.66 0.90
N -5.14 2.30 1.02
H -1.22 1.93 3.34
C -1.65 -1.28 3.59
H 1.55 3.63 -0.59
H 5.06 -1.58 -3.66
H -0.32 4.10 0.65
H 0.64 0.89 3.20
H 4.07 -1.67 -0.94
C 0.62 3.18 -0.90
H 0.96 0.23 4.74
H 0.53 -0.67 -1.83
O 4.90 -2.09 -2.85
O -0.59 5.28 -0.90
H 1.19 -4.96 0.22
H 0.57 2.19 -0.35
H -0.91 2.70 4.88
H -1.66 -1.60 -1.47
H 3.90 -0.54 -2.28
H -1.00 0.16 -1.60
O -2.47 -2.05 -1.34
H 2.20 1.06 3.85
O -0.23 -3.57 -2.48
H -1.76 -1.54 4.67
H 2.09 0.29 -4.46
H -2.30 1.07 1.40
H -2.39 -1.58 0.55
H -1.41 -1.18 -3.92
N 0.72 -4.83 -0.67
N -3.14 1.59 1.57
H 2.42 -1.18 3.70
H -5.38 2.55 2.00
H -2.06 -1.08 -5.43
C -2.51 -2.48 -0.03
O 3.55 -3.95 0.61
H 5.30 -0.69 -1.48
H 2.15 -2.86 1.56
H 3.53 1.16 1.75
C -2.37 1.88 -2.87
H -2.80 2.62 -2.20
*
```

Computed properties:
LUMO = -0.10 eV
frontier orbital gap = 8.18 eV

=====

Energy above the most stable structure, in kcal/mol: arrangement 1 0.0; arrangement 2 24.7

=====

Arrangement 1

Here is a structure of composition C31H25AsN4RuS2 from OMol25. Energies are from ωB97M-V with the def2-TZVPD basis set.

```
! wB97M-V def2-TZVPD RIJCOSX def2/J DEFGRID3
* xyz 1 2
H 5.29 0.49 2.82
C -2.77 -1.01 0.45
C -3.39 -1.59 -0.65
C 1.12 0.56 -3.83
N 3.23 -0.62 1.81
C -1.60 5.19 0.54
C -2.89 -1.39 -1.92
S 2.00 -0.80 -3.16
H -1.92 -5.00 0.63
C -1.77 -0.59 -2.11
C -0.47 2.86 -0.45
H -2.04 6.09 0.93
H -3.38 -1.84 -2.77
H -3.49 4.23 0.21
C -1.66 -0.21 0.26
C 1.80 -1.90 4.10
H -4.27 -2.20 -0.50
C 0.87 -1.63 3.10
N 0.74 -2.45 -0.55
C -0.74 -1.03 4.80
H -1.39 -0.42 -3.12
C -0.20 2.56 -3.65
H 5.97 0.96 1.30
N 5.19 0.61 1.83
H 1.62 -0.06 -5.81
H -0.77 3.48 -5.51
C 0.41 1.72 -5.82
H 0.47 -3.20 -2.44
C -0.57 -3.47 1.23
C 0.45 1.51 -3.04
C -1.16 -4.30 0.32
C -0.24 2.66 -5.04
H -0.81 -3.52 2.28
C -0.41 -1.20 3.47
H 0.41 5.90 0.73
H -1.17 0.30 1.09
C -0.77 -4.23 -1.03
C -1.16 0.02 -1.03
C -2.41 4.14 0.14
H 0.38 1.79 -6.89
H -1.18 -4.91 -1.76
C 0.42 -2.54 0.80
H 2.79 -2.25 3.83
H -0.08 -1.21 6.83
C 4.16 0.03 1.18
S 4.11 0.20 -0.59
H 2.15 -2.07 6.20
N 2.22 -1.06 1.11
H -3.15 -1.18 1.44
C -1.86 2.98 -0.36
H 1.42 3.81 -0.14
C 0.34 3.91 -0.06
H -1.14 -0.97 2.71
Ru 1.97 -0.76 -0.86
C 0.18 -1.34 5.79
H -0.70 3.31 -3.04
As 0.39 1.21 -1.11
C 1.44 -1.80 5.43
C 0.17 -3.29 -1.41
C 1.18 -1.76 1.68
H -2.49 2.16 -0.68
H -1.72 -0.64 5.06
C -0.22 5.08 0.43
C 1.09 0.68 -5.22
*
```

Computed properties:
LUMO (spin up / spin down) = -4.66 / -4.62 eV
<S²> = 0.936
frontier orbital gap (spin up / spin down) = 5.82 / 5.82 eV

=====

Arrangement 2

Here is a structure of composition C31H25AsN4RuS2 from OMol25. Energies are from ωB97M-V with the def2-TZVPD basis set.

```
! wB97M-V def2-TZVPD RIJCOSX def2/J DEFGRID3
* xyz 1 2
C 3.16 5.82 -2.23
C -2.82 -2.04 0.04
C 1.58 -4.33 -2.11
C -0.33 -0.75 2.61
H -5.46 -2.24 2.14
H 3.88 5.96 -3.02
N 1.80 0.67 -0.09
H 2.16 -1.28 0.43
H -5.39 -2.39 -2.14
C -5.58 -2.33 0.00
H 0.34 -2.06 5.65
H 4.55 -0.91 0.97
C 1.27 5.45 -0.22
C -0.24 -3.16 2.51
H -1.85 -4.56 -0.33
C 1.72 6.72 -0.53
Ru -0.32 0.64 -0.32
H 3.11 3.69 -2.46
H -3.02 -1.99 2.18
C -3.49 -2.15 -1.17
C 2.28 1.94 -0.19
H 0.20 -4.16 4.35
H 0.53 5.31 0.55
N -0.89 3.50 -0.98
C 0.13 -2.03 4.59
S -2.34 1.16 -1.18
C -0.20 -3.28 -0.87
H -2.95 -2.12 -2.11
H -2.91 4.66 -1.79
H -0.86 -6.56 -1.38
C -4.87 -2.30 -1.19
H -0.32 -4.08 1.93
C 1.78 4.35 -0.91
H 0.02 0.12 4.54
C -0.88 -4.49 -0.82
C 1.03 -3.20 -1.52
C 1.32 2.99 -0.58
C -0.43 -1.94 1.88
H 3.96 3.24 0.04
H 1.33 -6.42 -2.51
S -0.51 0.84 1.86
C -0.33 -5.62 -1.41
C 2.61 -0.30 0.33
H 2.53 -4.26 -2.61
N 0.08 2.61 -0.62
C 3.60 2.22 0.11
C 2.72 4.54 -1.91
H -6.65 -2.45 -0.01
H 5.47 1.41 0.78
C 0.05 -3.20 3.86
H 3.01 7.91 -1.77
C 0.90 -5.54 -2.05
C 3.94 -0.08 0.64
C 2.66 6.91 -1.53
As -0.92 -1.73 0.02
C -0.06 -0.80 3.97
C -4.91 -2.22 1.21
H 1.55 -2.25 -1.60
N -3.04 3.67 -1.67
C -2.02 2.91 -1.26
H -3.93 3.26 -1.89
C -3.53 -2.07 1.24
H 1.34 7.58 0.02
C 4.44 1.20 0.53
*
```

Computed properties:
LUMO (spin up / spin down) = -3.88 / -4.23 eV
<S²> = 0.758
frontier orbital gap (spin up / spin down) = 6.70 / 6.50 eV

=====

Energy above the most stable structure, in kcal/mol: arrangement 1 44.8; arrangement 2 0.0

=====

Arrangement 1

Here is the molecule C4H7NOS from OMol25. Energies are from ωB97M-V with the def2-TZVPD basis set.

```
! wB97M-V def2-TZVPD RIJCOSX def2/J DEFGRID3
* xyz 0 1
H 1.53 0.27 -1.33
H -1.65 -1.35 1.39
H 1.25 2.14 -1.04
H -0.09 1.45 1.25
S -0.66 -1.20 2.28
O -1.88 -1.05 -0.81
C 0.26 0.73 0.49
C 0.94 1.08 -0.82
H 1.48 -0.53 1.69
H 0.81 -1.36 0.31
N -0.50 0.86 -0.73
C 0.62 -0.61 1.09
C -1.15 -0.22 -1.31
H -0.97 -0.21 -2.45
*
```

Computed properties:
LUMO = 0.79 eV
frontier orbital gap = 9.88 eV
SMILES = O=CN1C[C@@H]1CS

=====

Arrangement 2

Here is a structure of composition C4H7NOS from OMol25. Energies are from ωB97M-V with the def2-TZVPD basis set.

```
! wB97M-V def2-TZVPD RIJCOSX def2/J DEFGRID3
* xyz 0 1
C -0.54 0.84 -0.38
C 0.51 -0.07 0.42
H 2.69 -0.02 -0.49
H 1.36 -0.98 -1.31
H 2.14 -1.63 0.13
C -1.54 -0.30 0.01
N -0.57 -1.10 0.51
C 1.73 -0.68 -0.36
H -0.35 1.04 -1.39
H -0.96 -1.64 1.43
S -3.13 -0.43 -0.10
O -0.69 2.05 0.43
H 0.88 0.29 1.44
H -1.53 2.62 -0.33
*
```

Computed properties:
LUMO = 0.28 eV
frontier orbital gap = 8.88 eV

=====

Energy above the most stable structure, in kcal/mol: arrangement 1 0.0; arrangement 2 38.4

=====

Arrangement 1

Here is a cluster of 2 separate species, CH2N2OS2 in total from OMol25. Energies are from ωB97M-V with the def2-TZVPD basis set.

```
! wB97M-V def2-TZVPD RIJCOSX def2/J DEFGRID3
* xyz 0 1
H -0.34 0.55 -0.40
N -0.17 0.76 2.61
C -0.12 -0.13 0.40
H 0.17 -1.15 0.21
O 2.46 4.52 -1.68
N -0.13 0.32 1.57
S 0.08 3.20 -0.89
S 1.49 4.47 -0.61
*
```

Computed properties:
LUMO = -2.10 eV
frontier orbital gap = 6.65 eV

=====

Arrangement 2

Here is a cluster of 2 separate species, CH2N2OS2 in total from OMol25. Energies are from ωB97M-V with the def2-TZVPD basis set.

```
! wB97M-V def2-TZVPD RIJCOSX def2/J DEFGRID3
* xyz 0 1
O -2.00 0.23 -1.63
N 0.18 -0.41 -0.55
H 0.59 0.43 -0.79
C -2.78 1.59 1.19
H 0.71 -0.76 0.22
N -3.53 1.98 1.93
S -1.54 -0.50 -0.44
S -2.32 -2.32 -0.46
*
```

Computed properties:
LUMO (spin up / spin down) = -4.55 / -4.55 eV
frontier orbital gap (spin up / spin down) = 5.75 / 5.74 eV

=====

Energy above the most stable structure, in kcal/mol: arrangement 1 0.0; arrangement 2 77.5